{"formula": "C20H40F6N6O9S", "method": "ωB97M-V with the def2-TZVPD basis set", "symbols": ["O", "C", "N", "C", "C", "F", "O", "S", "O", "O", "C", "F", "F", "C", "F", "F", "F", "H", "H", "H", "H", "H", "C", "C", "O", "N", "C", "H", "H", "H", "H", "H", "H", "H", "C", "C", "O", "N", "C", "H", "H", "H", "H", "H", "H", "H", "C", "C", "O", "N", "C", "H", "H", "H", "H", "H", "H", "H", "C", "C", "O", "N", "C", "H", "H", "H", "H", "H", "H", "H", "C", "C", "O", "N", "C", "H", "H", "H", "H", "H", "H", "H"], "xyz": [[3.501175, -2.072356, 1.350877], [2.683574, -1.007232, 1.567781], [2.674538, 0.258687, 0.740022], [2.082745, 0.060547, -0.637852], [2.926446, -0.958059, -1.613843], [4.346341, -0.549730, -1.770864], [1.792235, -1.147380, 2.765710], [0.499450, -2.211687, 2.444588], [-0.147480, -1.871564, 1.080455], [-0.605908, -1.912709, 3.531083], [0.924875, -4.040274, 2.662853], [0.077990, -4.661773, 3.737129], [2.350137, -4.201081, 3.109227], [0.676894, -4.943418, 1.299459], [1.755187, -4.663853, 0.303299], [0.782004, -6.392448, 1.714056], [-0.703329, -4.798751, 0.736159], [3.600679, 0.739812, 0.718866], [2.120693, 1.129024, -1.169305], [0.957522, -0.262170, -0.655488], [2.446965, -0.886568, -2.704374], [2.912561, -2.090194, -1.234809], [-0.258386, -6.828217, -4.128417], [0.192556, -5.909559, -3.027365], [0.242827, -4.689588, -3.170395], [0.553108, -6.472942, -1.838365], [0.560493, -7.873631, -1.484011], [-0.514437, -6.240975, -5.017114], [0.546739, -7.519131, -4.392871], [-1.147468, -7.381479, -3.813778], [0.845829, -5.796831, -1.142682], [-0.101418, -8.008757, -0.625189], [1.579902, -8.145413, -1.199806], [0.228974, -8.511967, -2.302076], [5.429665, 4.318499, 1.949418], [4.205347, 3.593487, 1.464654], [4.148403, 3.073702, 0.352047], [3.134071, 3.523603, 2.306438], [3.013531, 4.067994, 3.639352], [6.203621, 4.294521, 1.174424], [5.186863, 5.363415, 2.160895], [5.824056, 3.830097, 2.844674], [2.345059, 3.021674, 1.916163], [2.803959, 3.242687, 4.324119], [2.171565, 4.764334, 3.645614], [3.916095, 4.586352, 3.960740], [0.377362, -3.263938, -5.739093], [0.331786, -1.809705, -6.116882], [0.081185, -0.927042, -5.298701], [0.580477, -1.483795, -7.418056], [0.890603, -2.372988, -8.513823], [0.159719, -3.374608, -4.671114], [-0.375589, -3.821096, -6.303153], [1.374547, -3.669455, -5.930777], [0.533334, -0.488409, -7.601826], [1.865663, -2.087213, -8.915758], [0.128874, -2.237700, -9.285381], [0.916060, -3.418099, -8.207715], [-2.032718, 4.991851, 4.033342], [-0.676354, 4.473538, 3.644465], [0.265563, 5.223212, 3.395280], [-0.510184, 3.121378, 3.572580], [-1.489849, 2.090298, 3.826902], [-2.018207, 6.087163, 4.049955], [-2.780305, 4.668747, 3.303793], [-2.296960, 4.636117, 5.032939], [0.426684, 2.842627, 3.305441], [-1.113915, 1.458527, 4.635295], [-1.593588, 1.490824, 2.919319], [-2.460694, 2.497936, 4.106005], [-7.199460, 6.827460, 2.640620], [-5.857765, 6.173064, 2.463938], [-4.843716, 6.596805, 3.014812], [-5.788990, 5.073009, 1.660031], [-6.862271, 4.433412, 0.934404], [-7.103468, 7.691677, 3.307035], [-7.575349, 7.177465, 1.675359], [-7.903497, 6.122369, 3.090889], [-4.856364, 4.683743, 1.586087], [-6.932286, 3.398177, 1.276965], [-6.606653, 4.445172, -0.127837], [-7.819927, 4.930777, 1.083163]], "forces_ev_per_angstrom": [[-5.8, 7.2, 1.6], [5.5, -4.8, -2.5], [-1.0, -2.5, 1.6], [0.6, 0.6, -2.1], [-0.4, -0.3, -0.6], [-2.8, -0.6, 0.7], [-0.6, -1.5, -2.7], [-8.1, 5.5, 0.6], [3.9, -2.1, 4.0], [5.5, -1.7, -3.4], [1.9, -3.5, 2.5], [2.8, 2.5, -3.8], [-4.9, 0.5, -1.6], [-0.4, -2.4, -1.1], [-4.1, -0.9, 3.5], [-0.2, 5.1, -1.7], [5.4, -0.3, 1.9], [-0.8, -0.8, -0.1], [0.0, -2.3, 1.4], [2.3, 0.4, 0.4], [1.0, -0.2, 2.5], [0.2, 2.7, -0.8], [-0.1, 0.0, -0.3], [0.2, 0.8, 0.5], [0.0, -0.8, 0.4], [-0.2, 0.4, -0.7], [0.2, 0.2, 0.4], [0.1, 0.0, 0.3], [-0.2, -0.1, 0.0], [0.2, -0.1, -0.1], [0.0, -0.3, -0.4], [0.1, -0.3, -0.1], [-0.1, -0.3, 0.0], [0.0, 0.2, 0.1], [0.3, 0.1, -0.2], [-0.7, -0.3, -0.2], [0.1, -0.1, 0.2], [0.8, -0.1, -0.6], [-0.3, 0.1, 0.1], [-0.3, -0.1, 0.1], [0.1, -0.1, 0.2], [0.0, 0.2, 0.0], [0.2, 0.2, 0.0], [0.1, 0.1, 0.3], [0.3, -0.1, 0.3], [0.0, -0.2, -0.1], [-0.1, 0.2, 0.3], [-0.1, 0.7, 0.3], [0.2, -0.4, -0.4], [-0.1, 0.0, 0.5], [0.0, 0.5, -0.1], [0.1, 0.2, -0.6], [0.2, -0.1, -0.1], [-0.1, -0.1, -0.1], [0.0, -0.3, 0.0], [0.0, -0.3, -0.2], [0.1, -0.3, -0.2], [0.0, 0.2, 0.1], [0.0, 0.3, 0.0], [0.6, 0.1, -0.1], [-0.7, -0.2, 0.0], [0.1, 0.7, 0.0], [0.4, -0.3, -0.1], [0.1, -0.4, -0.1], [0.0, 0.1, 0.2], [-0.1, 0.0, -0.2], [-0.3, 0.0, 0.1], [-0.3, -0.1, 0.0], [-0.2, -0.2, 0.2], [0.2, 0.1, -0.1], [-0.1, 0.3, 0.2], [1.0, 0.1, 0.3], [-0.6, -0.2, -0.3], [0.0, 0.5, 0.4], [0.4, -0.3, -0.1], [0.1, -0.3, -0.2], [-0.1, -0.1, 0.1], [-0.1, 0.1, -0.2], [-0.3, 0.1, 0.0], [-0.3, 0.0, -0.2], [-0.3, -0.1, 0.0], [0.2, 0.0, 0.0]], "homo_ev": -9.15, "gap_ev": 7.3, "smiles": "O=C(NCCF)OS(=O)(=O)C(F)(F)C(F)(F)F.CNC(C)=O.CNC(C)=O.CNC(C)=O.CNC(C)=O.CNC(C)=O", "total_charge": 0, "total_energy_ev": -75890.2782}

---

{"formula": "C20H40FN2O8P", "method": "ωB97M-V with the def2-TZVPD basis set", "symbols": ["N", "C", "C", "P", "O", "C", "F", "C", "N", "C", "C", "C", "C", "O", "H", "H", "H", "H", "H", "H", "H", "H", "H", "H", "H", "H", "C", "O", "C", "C", "O", "C", "C", "O", "C", "H", "H", "H", "H", "H", "H", "H", "H", "H", "H", "H", "H", "H", "H", "C", "O", "C", "C", "O", "C", "C", "O", "C", "H", "H", "H", "H", "H", "H", "H", "H", "H", "H", "H", "H", "H", "H"], "xyz": [[3.819396, 2.136543, 7.462486], [2.782875, 2.651285, 7.359790], [1.501650, 3.277766, 7.293228], [1.694934, 5.018575, 6.729781], [2.658770, 5.728256, 7.584686], [0.482664, 2.404928, 6.503963], [-0.624405, 2.312503, 7.312582], [0.923258, 1.039680, 6.294403], [1.290048, 0.000494, 5.931238], [0.042206, 2.962093, 5.174314], [1.135208, 2.775004, 4.087352], [1.224478, 3.932337, 3.086285], [2.660175, 4.167021, 2.691376], [3.219238, 2.977920, 2.165131], [1.129707, 3.344282, 8.300884], [2.142971, 5.013702, 5.399227], [0.427890, 5.629929, 6.798876], [-0.802425, 2.364222, 4.880866], [-0.321113, 3.975125, 5.255238], [0.940455, 1.855643, 3.577195], [2.091779, 2.661305, 4.581504], [0.784390, 4.830736, 3.489579], [0.665368, 3.640916, 2.214975], [3.234403, 4.488940, 3.549216], [2.721407, 4.945148, 1.945410], [3.898449, 2.690555, 2.764261], [3.699736, -3.438431, 1.670347], [2.373399, -2.967469, 1.613406], [2.096103, -2.032741, 2.643504], [0.878057, -1.207286, 2.301763], [1.140055, -0.135807, 1.404634], [1.345286, -0.465721, 0.040019], [0.075507, -0.814403, -0.703083], [-0.313708, -2.151208, -0.436470], [-1.674510, -2.373245, -0.719163], [3.899672, -3.945220, 2.621501], [3.833341, -4.147418, 0.856014], [4.411757, -2.615161, 1.537722], [2.952472, -1.364711, 2.793351], [1.907195, -2.584065, 3.574243], [0.544734, -0.722236, 3.221988], [0.059547, -1.834784, 1.944730], [2.093590, -1.252356, -0.069901], [1.750470, 0.443379, -0.409216], [0.249788, -0.713468, -1.783810], [-0.719763, -0.120378, -0.405009], [-2.313254, -1.740153, -0.091239], [-1.897122, -3.415455, -0.499616], [-1.895867, -2.178814, -1.774553], [-0.212619, -3.717950, -5.777827], [-1.523363, -3.203141, -5.843082], [-1.799163, -2.314130, -4.776320], [-2.979772, -1.429617, -5.107343], [-2.656935, -0.327679, -5.942347], [-2.438532, -0.604277, -7.318275], [-3.706939, -0.866278, -8.098219], [-4.153803, -2.196324, -7.898801], [-5.517900, -2.351991, -8.213677], [-0.052514, -4.277184, -4.848857], [-0.079830, -4.389240, -6.623351], [0.526567, -2.911606, -5.851778], [-0.925098, -1.685027, -4.566238], [-2.033713, -2.909801, -3.883576], [-3.326659, -0.981262, -4.173471], [-3.804650, -2.012728, -5.519947], [-1.720744, -1.415333, -7.451397], [-1.988945, 0.306439, -7.718930], [-3.507860, -0.724439, -9.169653], [-4.478474, -0.154072, -7.782301], [-6.142953, -1.721682, -7.569858], [-5.780374, -3.393589, -8.041873], [-5.712617, -2.106034, -9.264380]], "forces_ev_per_angstrom": [[-1.6, 0.8, -0.3], [2.8, -0.9, 0.4], [-0.7, -0.2, -1.1], [0.9, 1.0, 0.7], [0.2, 0.1, 0.3], [-0.4, 0.6, 0.4], [-0.9, 0.2, 0.6], [1.2, -2.3, -1.0], [-0.6, 1.4, 0.7], [0.5, -0.6, -1.0], [-0.4, 1.0, 0.7], [0.1, -0.8, 0.3], [-0.1, -0.1, -0.2], [-0.2, 0.1, -0.3], [-0.3, 0.1, 0.5], [-0.6, -0.3, -0.2], [-0.2, -0.5, -0.4], [-0.6, -0.2, -0.1], [0.1, 0.4, 0.2], [0.1, -0.6, -0.3], [0.4, -0.1, 0.1], [-0.1, 0.5, 0.1], [-0.3, 0.1, -0.5], [0.2, 0.2, 0.4], [0.1, 0.3, -0.3], [0.4, -0.3, 0.2], [-0.1, 0.0, 0.0], [0.1, 0.2, -0.1], [-0.1, -0.3, -0.1], [0.0, 0.2, 0.1], [-0.1, 0.0, 0.0], [0.1, 0.2, 0.0], [0.1, -0.3, -0.1], [-0.1, 0.1, 0.2], [0.1, 0.0, 0.0], [0.1, 0.0, 0.0], [0.0, 0.0, 0.0], [0.0, 0.0, 0.1], [0.0, 0.0, 0.0], [0.1, 0.1, 0.1], [0.0, 0.0, 0.0], [0.1, -0.1, -0.1], [-0.1, -0.1, 0.0], [0.0, 0.0, 0.0], [0.0, 0.2, 0.0], [0.0, 0.0, 0.0], [0.0, 0.0, -0.1], [0.0, 0.0, 0.0], [-0.1, 0.1, 0.0], [-0.1, 0.0, 0.0], [0.1, 0.2, -0.1], [-0.1, -0.3, -0.1], [0.0, 0.1, 0.1], [0.0, 0.0, 0.0], [0.0, 0.2, 0.0], [0.1, -0.3, -0.1], [-0.1, 0.1, 0.2], [0.1, -0.1, 0.0], [0.1, 0.0, 0.0], [0.0, 0.0, 0.0], [0.0, 0.0, 0.1], [0.0, 0.0, 0.0], [0.1, 0.1, 0.1], [0.0, 0.0, 0.0], [0.1, -0.1, -0.1], [-0.1, -0.1, 0.0], [0.0, 0.0, 0.0], [0.0, 0.2, 0.0], [0.0, 0.0, 0.0], [0.0, 0.0, -0.1], [0.0, 0.0, 0.0], [-0.1, 0.0, 0.0]], "homo_ev": -9.24, "gap_ev": 9.5, "smiles": "N#C[C@@H]([PH2]=O)[C@](F)(C#N)CCCCO.COCCOCCOC.COCCOCCOC", "total_charge": 0, "total_energy_ev": -52750.0790}

---

{"formula": "C20H40N5OP", "method": "ωB97M-V with the def2-TZVPD basis set", "symbols": ["C", "C", "C", "C", "N", "C", "C", "N", "O", "C", "C", "P", "N", "H", "H", "H", "H", "H", "H", "H", "H", "H", "H", "C", "C", "N", "C", "C", "C", "C", "H", "H", "H", "H", "H", "H", "H", "H", "H", "H", "H", "H", "H", "H", "H", "C", "C", "N", "C", "C", "C", "C", "H", "H", "H", "H", "H", "H", "H", "H", "H", "H", "H", "H", "H", "H", "H"], "xyz": [[-1.747717, 1.239417, -8.328194], [-1.030207, 0.167306, -8.048363], [-0.160667, -1.172106, -7.813104], [-0.950597, -2.367110, -8.562553], [-1.455451, -3.234476, -9.263028], [0.023775, -1.546070, -6.227095], [1.335806, -0.819273, -5.655095], [2.341198, -0.232299, -5.312950], [-0.033618, -2.970777, -6.013667], [1.237005, -3.631894, -6.282429], [2.019651, -3.996488, -4.887754], [-1.456024, -0.813001, -5.215851], [-1.677201, -1.534860, -3.801567], [-2.682919, 1.894088, -8.537855], [0.870099, -0.966170, -8.308402], [1.908913, -3.109811, -7.054209], [0.968186, -4.669708, -6.745777], [1.879048, -3.155056, -4.089853], [3.165419, -4.042345, -5.079358], [1.695700, -5.021620, -4.475615], [-2.650346, -0.889954, -6.005613], [-1.206129, 0.592081, -4.932339], [-0.975258, -2.288195, -3.698446], [-1.360996, 0.513630, -1.543914], [-2.091776, -0.283929, -0.470238], [-1.327938, -0.469188, 0.762463], [-1.940769, -1.431789, 1.677365], [-3.300958, -1.078802, 2.275713], [-0.819602, 0.745688, 1.394472], [-1.839032, 1.804144, 1.811479], [-0.408255, 0.045882, -1.806295], [-1.972340, 0.558767, -2.448485], [-1.171260, 1.545192, -1.232495], [-2.308190, -1.268571, -0.899975], [-3.059669, 0.194058, -0.278411], [-1.243110, -1.649740, 2.495036], [-2.046560, -2.384314, 1.142729], [-3.210910, -0.341269, 3.072889], [-3.749530, -1.972639, 2.721826], [-4.002284, -0.703024, 1.529750], [-0.101368, 1.214561, 0.712659], [-0.214963, 0.475297, 2.268663], [-2.615407, 1.961523, 1.059699], [-1.332588, 2.762999, 1.960988], [-2.317286, 1.550249, 2.758512], [0.180012, 3.450338, 4.744293], [0.596619, 2.043774, 5.160816], [2.000012, 1.732692, 4.898348], [2.316197, 0.315641, 5.077558], [2.187582, -0.270313, 6.482077], [2.981029, 2.659933, 5.457023], [2.980484, 2.860409, 6.971276], [0.369290, 3.621761, 3.680817], [-0.891335, 3.584661, 4.920215], [0.698682, 4.220894, 5.321103], [-0.029233, 1.346388, 4.591791], [0.341704, 1.902857, 6.217641], [3.329569, 0.120667, 4.706949], [1.662297, -0.262182, 4.411869], [3.022760, 0.021728, 7.118110], [2.200260, -1.363829, 6.426749], [1.257214, 0.017818, 6.973028], [2.839452, 3.638117, 4.983839], [3.986985, 2.358103, 5.142117], [1.973341, 2.944415, 7.385171], [3.511786, 3.784615, 7.219643], [3.501415, 2.051108, 7.484255]], "forces_ev_per_angstrom": [[2.6, -6.4, 1.5], [-3.3, 4.7, -1.4], [-0.9, 0.8, -1.1], [-1.2, -2.9, -3.0], [3.1, 5.4, 4.5], [0.2, 0.6, -0.2], [3.3, 1.8, 0.6], [-5.6, -3.2, -1.8], [1.4, 2.1, -0.6], [1.0, -2.6, 0.5], [0.5, 0.8, -0.2], [-0.5, -0.9, 2.9], [1.1, -0.2, -1.9], [2.5, -1.3, 0.5], [-1.9, -0.7, 0.7], [-1.1, -0.4, 1.3], [0.3, 2.0, 0.6], [0.1, -1.6, -1.5], [-2.0, 0.0, 0.2], [0.3, 1.8, -0.6], [0.8, 0.3, -0.2], [0.0, -0.7, -1.1], [-0.7, 0.4, 0.2], [0.1, 0.3, 0.1], [0.2, 0.0, -0.1], [0.1, -0.2, 0.2], [0.1, -0.2, -0.2], [-0.2, -0.1, 0.3], [0.2, 0.1, -0.3], [0.0, 0.3, 0.2], [-0.1, 0.0, 0.1], [0.1, -0.1, 0.2], [0.0, -0.1, 0.1], [0.0, 0.0, 0.2], [-0.2, 0.1, 0.0], [0.1, 0.2, -0.1], [0.0, 0.2, -0.1], [-0.1, 0.0, -0.1], [0.0, 0.1, 0.0], [0.0, 0.0, 0.0], [-0.1, -0.1, -0.1], [-0.1, -0.2, -0.1], [0.0, -0.1, 0.0], [0.0, -0.1, 0.0], [-0.1, 0.0, -0.1], [0.1, 0.1, 0.0], [0.1, 0.2, -0.1], [0.2, -0.2, -0.2], [-0.2, 0.0, -0.3], [0.1, -0.2, 0.2], [-0.1, 0.3, -0.2], [0.2, 0.1, 0.2], [0.1, 0.0, 0.1], [0.1, -0.1, 0.0], [0.0, 0.0, -0.1], [0.2, -0.1, 0.1], [-0.1, 0.0, 0.1], [-0.1, 0.2, 0.0], [-0.1, 0.2, 0.0], [-0.1, 0.0, 0.0], [0.0, 0.1, 0.0], [0.0, 0.0, 0.0], [-0.1, -0.1, 0.0], [-0.2, -0.2, 0.0], [0.0, 0.0, -0.1], [0.0, -0.1, 0.0], [-0.1, 0.0, 0.0]], "homo_ev": -7.79, "gap_ev": 7.9, "smiles": "C#C[C@H](C#N)[C@](C#N)(OCC)[PH2]=N.CCN(CC)CC.CCN(CC)CC", "total_charge": 0, "total_energy_ev": -40166.5741}

---

The following LUMO energy values (in eV) correspond, in order, to the records above: -1.87; 0.25; 0.15.